91
Properties=species:S:1:pos:R:3 method="wB97M-V/def2-TZVPD" total_charge=+1 gap_ev=1.154 e_tot_ha=-5632.807414
C -0.414 2.638 3.200
C -1.010 1.372 3.806
C -1.426 0.311 2.771
C -0.407 -0.799 2.540
Ga 0.997 -0.272 1.083
C -0.215 0.132 -0.588
C 0.583 0.180 -1.851
F 1.080 -1.027 -2.253
H -1.135 3.111 2.533
H -0.182 3.348 3.996
H 0.502 2.454 2.645
H -1.924 1.669 4.327
H -0.369 0.916 4.561
H -1.706 0.784 1.828
H -2.324 -0.175 3.171
H -0.950 -1.623 2.075
H 0.103 -1.134 3.444
H 2.053 -1.442 0.810
H 1.831 0.994 1.564
H -0.947 -0.686 -0.584
H -0.675 1.096 -0.374
H -0.133 0.488 -2.647
H 1.359 0.953 -1.847
C 2.585 5.458 -3.975
C 3.229 5.807 -2.797
C 2.671 5.468 -1.573
C 1.467 4.778 -1.552
C 0.808 4.427 -2.712
C 1.373 4.768 -3.933
N 0.881 4.396 -0.266
O 1.457 4.715 0.749
O -0.164 3.766 -0.294
H 3.020 5.717 -4.931
H 4.168 6.341 -2.830
H 3.170 5.740 -0.655
H -0.130 3.893 -2.683
H 0.879 4.493 -4.849
K 3.475 -2.475 1.488
C -4.408 6.565 1.998
C -3.899 6.109 0.654
O -4.578 6.231 -0.358
C -2.536 5.506 0.597
H -5.410 6.973 1.908
H -4.445 5.709 2.683
H -3.749 7.329 2.415
H -2.498 4.612 1.221
H -1.791 6.226 0.941
H -2.309 5.227 -0.428
Na -6.728 5.675 -1.099
F -4.027 -2.868 -3.200
Al -2.387 -2.507 -3.035
F -2.088 -0.922 -3.587
F -1.471 -3.602 -3.932
F -1.926 -2.596 -1.387
C 5.438 -8.453 7.117
O 5.586 -7.502 6.037
P 5.388 -5.907 6.383
O 5.185 -5.318 5.038
O 6.878 -5.733 6.964
C 7.984 -6.001 6.104
O 4.874 -4.793 7.444
C 3.479 -4.446 7.402
H 5.635 -9.442 6.714
H 6.151 -8.243 7.916
H 4.424 -8.431 7.514
H 7.712 -5.905 5.053
H 8.364 -7.006 6.290
H 8.767 -5.283 6.337
H 2.845 -5.329 7.341
H 3.286 -3.796 6.549
H 3.246 -3.913 8.320
F -6.702 -8.095 -6.254
C -5.594 -7.447 -5.836
C -4.364 -7.839 -6.329
C -3.229 -7.168 -5.901
C -3.334 -6.127 -4.984
C -4.582 -5.753 -4.497
C -5.722 -6.413 -4.929
H -4.304 -8.656 -7.036
H -2.259 -7.456 -6.283
H -2.447 -5.605 -4.649
H -4.661 -4.945 -3.783
H -6.703 -6.132 -4.571
C -1.337 6.371 -7.477
C -0.116 6.167 -6.516
O 0.989 6.202 -7.044
O -0.451 5.992 -5.322
H -0.990 6.516 -8.494
H -1.975 5.491 -7.432
H -1.903 7.243 -7.158
Be -4.888 8.913 1.186



24
Properties=species:S:1:pos:R:3 method="wB97M-V/def2-TZVPD" s2=3.761 total_charge=+2 multiplicity=4 gap_ev="9.688 / 4.019" e_tot_ha=-903.117224 de_lowest_kcal_mol=0.0
O 0.230 3.150 -1.931
C 1.494 3.033 -1.780
O 1.974 3.141 -0.621
Au -0.020 3.215 0.038
O 2.205 2.816 -2.848
C 2.800 1.516 -3.058
C 1.931 0.411 -2.506
H 3.801 1.515 -2.611
H 2.898 1.444 -4.147
H 2.294 0.143 -1.505
H 1.985 -0.484 -3.141
C -4.820 -0.623 0.926
C -3.494 -0.133 0.471
O -3.347 1.221 0.587
C -2.441 1.897 -0.144
O -2.486 1.856 -1.379
O -1.582 2.483 0.575
O -5.254 -1.634 0.044
Li -1.326 2.478 -2.697
H -5.546 0.215 0.947
H -4.730 -0.995 1.963
H 0.856 0.699 -2.401
H -6.213 -1.687 0.076
H -2.809 -0.692 -0.165



99
Properties=species:S:1:pos:R:3 method="wB97M-V/def2-TZVPD" total_charge=-1 gap_ev=6.984 e_tot_ha=-16955.569598 de_lowest_kcal_mol=0.0
Ir -0.679 1.266 0.055
Br -1.588 -3.623 4.857
C -1.515 -1.957 3.968
C -1.899 -0.790 4.613
Br -2.473 -0.825 6.412
C -1.869 0.426 3.921
Br -2.431 2.055 4.688
C -1.435 0.488 2.602
O -1.461 1.601 1.892
C -0.944 -0.686 1.984
O -0.451 -0.591 0.748
C -1.043 -1.898 2.651
Br -0.584 -3.440 1.668
C 0.329 -4.136 -1.858
C 1.656 -4.316 -2.613
C 1.701 -3.191 -3.657
C 1.622 -5.662 -3.355
Si 3.173 -4.200 -1.445
Br 2.728 -2.468 -0.068
C 3.342 -5.733 -0.290
C 1.967 -6.203 0.208
C 4.151 -5.414 0.974
C 4.017 -6.905 -1.021
C 4.807 -3.724 -2.334
C 4.796 -2.257 -2.797
C 5.053 -4.620 -3.558
C 6.007 -3.866 -1.385
H -0.491 -4.227 -2.578
H 0.258 -3.149 -1.400
H 0.167 -4.880 -1.081
H 0.774 -3.214 -4.239
H 2.527 -3.296 -4.360
H 1.767 -2.204 -3.199
H 0.795 -5.648 -4.073
H 1.453 -6.505 -2.684
H 2.538 -5.856 -3.917
H 1.432 -5.403 0.723
H 2.114 -7.017 0.927
H 1.335 -6.586 -0.592
H 3.642 -4.663 1.577
H 5.158 -5.057 0.769
H 4.237 -6.326 1.577
H 3.503 -7.176 -1.945
H 4.010 -7.786 -0.370
H 5.058 -6.691 -1.266
H 4.014 -2.027 -3.516
H 5.758 -2.039 -3.274
H 4.680 -1.569 -1.960
H 4.296 -4.476 -4.330
H 5.084 -5.682 -3.307
H 6.021 -4.358 -4.001
H 5.877 -3.270 -0.480
H 6.902 -3.497 -1.897
H 6.200 -4.900 -1.097
C 5.536 -2.444 2.886
C 5.037 -1.473 3.944
N 3.894 -0.676 3.503
C 2.587 -1.004 4.069
C 2.099 -2.384 3.659
C 4.169 0.353 2.673
O 5.306 0.601 2.291
C 3.066 1.288 2.257
C 3.206 2.623 2.610
C 2.269 3.539 2.173
C 1.230 3.097 1.379
N 1.105 1.816 1.020
C 1.995 0.922 1.457
H 6.418 -2.975 3.250
H 5.810 -1.902 1.982
H 4.772 -3.176 2.635
H 5.839 -0.787 4.221
H 4.723 -2.008 4.842
H 1.867 -0.244 3.772
H 2.671 -0.947 5.160
H 1.955 -2.448 2.580
H 1.148 -2.601 4.145
H 2.809 -3.158 3.957
H 4.052 2.928 3.211
H 2.333 4.586 2.433
H 0.468 3.775 1.020
H 1.833 -0.099 1.132
C -1.789 2.601 -3.859
S -0.687 3.558 -2.803
C -1.493 3.581 -1.237
C -2.420 2.753 -0.621
S -2.785 1.074 -0.936
S -3.285 3.478 0.735
C -2.476 4.990 0.788
S -2.747 6.164 1.898
S -1.307 5.163 -0.484
H -1.397 2.754 -4.864
H -2.806 2.978 -3.791
H -1.753 1.548 -3.610
B 1.625 0.399 -3.991
C 0.855 0.651 -2.634
N 0.258 0.824 -1.664
H 2.807 0.305 -3.735
H 1.400 1.367 -4.694
H 1.179 -0.612 -4.488



14
Properties=species:S:1:pos:R:3 method="wB97M-V/def2-TZVPD" total_charge=+2 gap_ev=12.397 e_tot_ha=-265.874862 smiles=[NH3+]C#C[NH+]1CC1 de_lowest_kcal_mol=62.5
N 2.857 -0.125 -0.020
C 1.529 0.048 0.202
C 0.338 0.198 0.328
N -0.980 0.274 0.637
C -1.931 -0.874 0.048
C -1.959 0.529 -0.343
H 3.317 0.739 -0.156
H 3.096 -0.473 -0.946
H 3.241 -0.702 0.715
H -0.992 0.272 1.658
H -2.777 -1.224 0.700
H -1.498 -1.619 -0.647
H -1.692 1.041 -1.413
H -2.752 1.098 0.114



10
Properties=species:S:1:pos:R:3 method="wB97M-V/def2-TZVPD" total_charge=+1 gap_ev=9.655 e_tot_ha=-946.610176 de_lowest_kcal_mol=88.2
C -0.974 0.572 0.283
N -2.006 0.514 -0.480
N 1.193 -1.476 -0.158
S 1.807 1.521 0.230
S 0.751 0.049 -0.681
H -2.061 0.174 -1.389
H -2.889 0.580 -0.043
H 1.117 -1.900 0.756
H 2.048 -1.915 -0.498
H 0.991 2.089 1.218



56
Properties=species:S:1:pos:R:3 method="wB97M-V/def2-TZVPD" s2=2.011 total_charge=+4 multiplicity=3 gap_ev="7.368 / 5.673" e_tot_ha=-3119.918059 de_lowest_kcal_mol=0.0
W 0.899 -0.430 1.024
C 0.991 2.924 4.435
N 0.421 1.599 4.766
C -0.027 1.491 6.173
C 0.406 0.644 3.881
N 1.029 0.752 2.675
N -0.281 -0.528 4.159
C -0.179 -1.755 3.546
N -0.611 -2.793 4.230
N 0.276 -1.878 2.296
H 0.551 3.652 5.112
H 0.732 3.212 3.419
H 2.072 2.920 4.587
H -0.855 2.180 6.333
H 0.810 1.776 6.808
H -0.326 0.487 6.454
H 1.712 1.505 2.688
H -0.832 -0.515 5.005
H -0.899 -2.730 5.198
H -0.661 -3.717 3.820
H 0.362 -2.845 1.998
C -4.836 0.160 -4.096
C -3.511 -0.234 -3.565
C -3.418 -0.741 -2.070
C -2.103 -1.128 -1.484
Ge -1.131 0.370 -0.554
C -0.389 1.733 -1.763
C 0.920 1.379 -2.466
C 0.792 0.276 -3.510
C 2.029 0.159 -4.392
H -4.681 0.863 -4.932
H -5.491 0.622 -3.361
H -5.338 -0.683 -4.583
H -2.867 0.671 -3.319
H -2.900 -0.813 -4.257
H -4.001 -1.669 -2.355
H -4.070 -0.178 -1.401
H -1.453 -1.600 -2.220
H -2.296 -1.851 -0.682
H -2.130 0.996 0.438
H -0.293 2.640 -1.160
H -1.166 1.969 -2.499
H 1.680 1.085 -1.727
H 1.308 2.285 -2.938
H -0.079 0.482 -4.141
H 0.598 -0.685 -3.012
H 2.232 1.099 -4.904
H 1.910 -0.612 -5.152
H 2.917 -0.084 -3.801
C 5.402 -1.700 -1.208
C 4.253 -2.217 -1.881
O 3.393 -2.640 -2.444
O 2.058 -1.142 0.020
H 6.048 -1.254 -1.977
H 5.923 -2.547 -0.742
H 5.098 -0.960 -0.468



19
Properties=species:S:1:pos:R:3 method="wB97M-V/def2-TZVPD" gap_ev=4.445 e_tot_ha=-439.155090 de_lowest_kcal_mol=232.7
C 0.911 1.111 0.165
O 2.016 0.786 0.908
C -0.259 0.104 0.262
C -1.642 0.548 -0.219
C -2.400 1.553 0.321
O -1.808 -2.161 -0.482
N 0.383 -0.935 -0.638
H 0.550 2.153 0.348
H 1.061 1.186 -0.920
H 4.331 -0.607 0.027
H -0.251 -0.204 1.323
H -3.275 1.760 -0.252
H -2.118 -0.146 -0.930
H -2.197 2.249 1.144
H -0.416 -1.595 -0.853
H -2.312 -2.964 -0.821
H 1.059 -1.510 -0.130
H 2.843 -0.280 0.427
O 3.523 -1.049 0.320



18
Properties=species:S:1:pos:R:3 method="wB97M-V/def2-TZVPD" gap_ev=8.186 e_tot_ha=-937.027987 smiles="O=[N+]([O-])c1cc([N+](=O)[O-])[n+]([O-])c([N+](=O)[O-])c1" de_lowest_kcal_mol=5.9
O -3.304 0.296 1.403
N -2.341 1.036 1.202
O -2.315 2.233 1.461
C -1.165 0.503 0.616
C -0.027 1.279 0.443
C 1.124 0.781 -0.188
N 2.128 1.683 -0.447
O 3.325 1.371 -0.211
O 1.788 2.804 -0.914
N 1.171 -0.528 -0.567
O 2.253 -0.996 -1.017
C 0.087 -1.316 -0.423
N 0.068 -2.680 -0.788
O 0.550 -3.049 -1.882
O -0.399 -3.442 0.066
C -1.062 -0.824 0.165
H 0.013 2.323 0.761
H -1.895 -1.473 0.323



38
Properties=species:S:1:pos:R:3 method="wB97M-V/def2-TZVPD" gap_ev=8.456 e_tot_ha=-1236.779341 smiles="CCCn1c([C@H](C)NC(=O)c2ccccc2)n[nH]c1=S" de_lowest_kcal_mol=0.0
C -1.116 -2.606 -2.256
C -1.125 -1.087 -2.355
C 0.255 -0.526 -2.013
N 0.350 0.894 -2.239
C -0.144 1.945 -1.509
C -0.907 1.826 -0.228
C -1.246 3.208 0.323
N -0.164 1.045 0.741
C -0.675 -0.087 1.292
O -1.740 -0.553 0.938
C 0.189 -0.738 2.316
C 1.016 -0.022 3.176
C 1.783 -0.690 4.114
C 1.735 -2.072 4.199
C 0.904 -2.789 3.354
C 0.129 -2.125 2.423
N 0.138 3.079 -2.070
N 0.822 2.773 -3.195
C 0.975 1.432 -3.344
S 1.750 0.639 -4.549
H -0.875 -2.914 -1.241
H -0.380 -3.031 -2.934
H -2.094 -3.005 -2.511
H -1.869 -0.689 -1.664
H -1.391 -0.782 -3.369
H 1.007 -0.983 -2.665
H 0.505 -0.746 -0.973
H -1.830 1.259 -0.406
H -0.336 3.769 0.522
H -1.816 3.106 1.243
H -1.832 3.760 -0.404
H 0.719 1.413 1.058
H 1.043 1.058 3.144
H 2.418 -0.130 4.785
H 2.339 -2.588 4.930
H 0.856 -3.866 3.426
H -0.536 -2.664 1.765
H 1.145 3.488 -3.824



10
Properties=species:S:1:pos:R:3 method="wB97M-V/def2-TZVPD" gap_ev=9.747 e_tot_ha=-322.186825 smiles="C#CCC(=O)C#N" de_lowest_kcal_mol=65.9
C -1.358 0.564 1.477
C -1.461 0.616 0.268
C -0.481 0.409 -0.799
C 0.663 -0.355 -0.100
O 0.743 -0.436 1.100
C 1.756 -1.021 -0.812
N 2.684 -1.608 -1.178
H -1.286 0.509 2.534
H -0.787 -0.016 -1.762
H -0.113 1.420 -0.993



70
Properties=species:S:1:pos:R:3 method="wB97M-V/def2-TZVPD" gap_ev=3.501 e_tot_ha=-1675.573784 de_lowest_kcal_mol=102.8
C -2.164 -0.463 -3.230
O -1.589 -1.173 -2.106
C -1.952 -0.967 -0.843
C -0.952 -0.506 0.063
C -1.243 0.544 0.959
C -0.207 1.280 1.506
C 1.121 0.829 1.420
C 2.238 1.527 2.126
C 1.386 -0.287 0.604
C 0.385 -0.974 -0.039
H -1.797 -0.958 -4.135
H -3.263 -0.511 -3.224
H -1.822 0.578 -3.216
H -3.022 -0.789 -0.655
H -2.278 0.793 1.177
H -0.440 2.228 1.992
H 3.172 0.977 1.985
H 2.362 2.548 1.755
H 2.063 1.601 3.203
H 2.420 -0.583 0.430
H 0.576 -1.846 -0.660
C -4.692 -5.382 -0.752
C -3.989 -4.036 -0.627
C -3.954 -3.501 -2.040
C -4.758 -3.033 0.266
O -4.537 -3.192 1.656
B -3.303 -3.603 2.217
C -2.535 -2.421 3.053
C -3.211 -1.283 3.485
C -2.545 -0.268 4.177
C -1.182 -0.385 4.418
C -0.453 0.762 5.062
F 0.903 0.577 5.099
F -0.652 1.938 4.362
F -0.882 0.995 6.338
C -0.500 -1.532 4.043
C -1.173 -2.520 3.318
C -3.772 -4.897 3.341
C -4.349 -6.006 2.520
C -4.657 -4.339 4.398
C -4.143 -4.128 5.689
C -4.955 -3.650 6.719
C -6.307 -3.380 6.479
C -6.814 -3.538 5.186
C -5.993 -3.993 4.151
O -2.377 -4.212 1.302
C -2.528 -4.186 -0.096
H -4.803 -5.887 0.209
H -5.685 -5.228 -1.200
H -4.106 -6.028 -1.425
H -3.505 -2.505 -2.056
H -3.358 -4.163 -2.679
H -4.973 -3.445 -2.445
H -4.473 -1.996 0.027
H -5.841 -3.118 0.081
H -4.280 -1.165 3.306
H -3.069 0.620 4.521
H 0.546 -1.644 4.308
H -0.600 -3.382 2.978
H -2.846 -5.221 3.819
H -3.591 -6.405 1.842
H -4.715 -6.834 3.134
H -5.210 -5.632 1.963
H -3.087 -4.355 5.870
H -4.523 -3.511 7.712
H -6.946 -3.025 7.287
H -7.860 -3.318 4.974
H -6.386 -4.080 3.136
H -2.084 -5.120 -0.477
H -1.901 -3.351 -0.457



11
Properties=species:S:1:pos:R:3 method="wB97M-V/def2-TZVPD" s2=0.755 multiplicity=2 gap_ev="9.637 / 5.901" e_tot_ha=-226.908498 de_lowest_kcal_mol=41.3
O -0.860 -0.185 -2.157
H -0.091 -0.767 -2.250
N 0.180 1.073 -0.028
C 0.818 0.192 0.909
N -0.085 -0.983 1.388
H -0.118 1.837 0.545
H -0.176 0.522 -0.822
H 0.924 0.771 1.831
H 1.746 -0.320 0.640
H 0.101 -1.646 0.639
H -1.034 -0.634 1.304